The following is a quantum chemistry calculation of a structure of composition C20H20N6O4RhS, from the OMol25 dataset.

```
52
Properties=species:S:1:pos:R:3:mulliken_charge:R:1
Rh -0.45 0.70 0.25 -0.09
O 3.79 1.63 -1.28 -0.71
C 4.48 0.84 -0.44 0.43
C 5.84 1.10 -0.27 -0.66
C 6.60 0.30 0.55 -0.33
C 6.04 -0.78 1.22 -0.77
C 4.69 -1.05 1.07 -0.61
C 3.89 -0.24 0.25 0.43
C 2.44 -0.50 0.15 1.18
O 1.72 0.23 -0.61 -0.85
N 1.93 -1.48 0.92 -1.49
N 0.60 -1.47 0.70 0.95
C -0.15 -2.46 0.92 -0.93
C -1.56 -2.22 0.61 1.04
C -2.51 -3.23 0.71 -0.97
C -3.81 -2.98 0.32 -0.15
C -4.13 -1.73 -0.17 -0.98
C -3.15 -0.76 -0.22 -0.08
N -1.89 -0.99 0.18 0.32
H 2.89 1.23 -1.37 0.34
H 6.27 1.93 -0.82 0.45
H 7.66 0.51 0.66 0.39
H 6.65 -1.42 1.85 0.41
H 4.23 -1.88 1.57 0.47
H 0.20 -3.44 1.25 0.39
H -2.21 -4.20 1.08 0.40
H -4.56 -3.76 0.39 0.44
H -5.13 -1.49 -0.51 0.43
H -3.36 0.23 -0.59 0.56
C -1.21 1.70 4.25 -1.63
C -1.22 1.46 2.78 0.61
N -0.32 0.75 2.18 0.62
O 0.81 0.39 2.86 -0.49
C -2.22 2.04 1.91 0.57
C -3.37 2.86 2.37 -1.68
N -1.99 1.81 0.64 0.52
O -2.65 2.23 -0.33 -0.72
H -0.29 1.37 4.71 0.43
H -2.05 1.16 4.70 0.34
H -1.37 2.76 4.45 0.37
H 1.21 -0.37 2.36 0.46
H -3.91 2.36 3.18 0.38
H -4.06 3.02 1.54 0.41
H -3.05 3.84 2.73 0.34
S 2.25 4.28 0.57 -0.06
C 1.16 4.44 -0.74 -0.22
C 0.33 3.37 -0.79 -0.95
N 0.57 2.45 0.19 0.76
C 1.56 2.80 0.98 -0.32
H 1.18 5.30 -1.39 0.47
H -0.47 3.21 -1.50 0.40
H 1.92 2.19 1.80 0.39
```

HOMO energy, eV: -10.6183
2S+1: 1
LUMO energy, eV: -4.24
Total charge: +1
Gap between HOMO and LUMO, eV: 6.382